Model one:
ORCA calculation (the ωB97M-V functional and the def2-TZVPD basis) on 13 unconnected molecules or ions with the total composition C6H40N2O12.

Element x y z (Å)
1 O -2.594 -2.488 -0.999
2 O -3.055 -2.468 2.448
3 O 1.264 3.899 -2.139
4 O 2.920 -3.723 -0.084
5 O -0.630 -4.011 -1.497
6 O 4.494 0.121 0.690
7 O 0.186 -2.819 1.398
8 O 2.518 -1.342 2.055
9 O 2.239 2.031 1.534
10 O -3.602 -0.210 0.160
11 O -0.019 3.663 0.714
12 O -2.030 3.073 -1.497
13 N -0.785 0.794 0.662
14 N 2.192 -0.280 -1.238
15 C -0.070 0.197 -2.348
16 C 0.927 0.520 -1.199
17 C 0.144 0.985 -3.625
18 C -1.063 0.450 2.075
19 C -2.317 1.142 2.649
20 C 0.320 -0.033 0.073
21 H -1.100 0.321 -2.024
22 H -0.241 0.913 2.681
23 H 0.686 3.884 -2.876
24 H -3.048 -1.679 -0.769
25 H 1.649 -1.824 2.070
26 H -1.767 3.134 -0.534
27 H -2.467 2.119 2.118
28 H 1.061 0.570 -4.237
29 H 2.792 -0.137 -2.044
30 H -0.163 -4.071 -0.745
31 H 0.727 3.047 1.018
32 H -3.463 -1.943 1.730
33 H -1.449 -3.558 -1.363
34 H -0.064 -0.867 -2.562
35 H -2.132 1.226 3.836
36 H 1.176 0.114 0.935
37 H -4.160 0.294 -0.366
38 H 0.029 -1.147 -0.005
39 H 1.074 1.692 -1.200
40 H -2.936 -1.837 3.186
41 H 2.853 -2.872 0.385
42 H 1.392 2.952 -2.052
43 H -0.773 -3.162 1.436
44 H -1.096 -0.697 2.119
45 H 0.343 4.114 -0.141
46 H 2.859 -3.720 -0.996
47 H 3.717 0.066 0.108
48 H -0.786 0.829 -4.313
49 H 1.893 -1.295 -1.099
50 H -2.546 -2.955 -0.183
51 H 2.970 2.325 1.788
52 H 2.378 -0.695 2.684
53 H -1.241 3.247 -2.058
54 H -0.491 1.845 0.583
55 H 0.070 2.059 -3.468
56 H 2.306 1.098 1.083
57 H 0.766 -3.451 1.295
58 H 4.181 -0.270 1.513
59 H -3.312 0.584 2.466
60 H -2.730 0.246 0.172

Computed properties:
Orbital gap (eV): 9.369
Highest occupied orbital energy (Ha): -0.3385

natural (NBO) population analysis, charges in e, atoms 1 to 5:
1 O -0.96
2 O -0.97
3 O -0.92
4 O -0.97
5 O -0.96


Model two:
ORCA calculation (the ωB97M-V functional and the def2-TZVPD basis) on 13 unconnected molecules or ions with the total composition C6H40N2O12.

Element x y z (Å)
1 O -0.404 3.479 1.623
2 O -3.656 -0.500 -1.372
3 O -2.073 -3.032 -2.717
4 O -1.460 0.178 5.004
5 O 2.843 -0.331 -3.411
6 O 3.041 -1.887 -1.120
7 O 0.870 -3.316 -2.269
8 O 0.094 3.153 -1.659
9 O -1.338 4.873 -0.406
10 O -2.022 2.076 3.191
11 O 0.673 -2.232 2.890
12 O 2.875 2.545 -2.211
13 N -1.893 -3.510 0.131
14 N 0.990 -0.083 0.715
15 C -0.317 -0.062 -1.436
16 C -0.402 -0.005 0.082
17 C 3.033 1.149 1.310
18 C -0.693 -2.563 0.213
19 C -1.097 -1.177 0.726
20 C 1.568 1.264 0.885
21 H 1.561 -0.614 0.076
22 H 0.438 3.074 -2.550
23 H 0.881 1.830 1.535
24 H -1.176 4.139 0.248
25 H 2.442 -0.146 -2.555
26 H -4.395 -1.007 -1.725
27 H 0.305 -3.769 -1.654
28 H -0.335 4.181 2.275
29 H 2.923 3.142 -1.445
30 H 3.393 2.184 1.285
31 H -1.939 4.450 -1.038
32 H -2.981 2.098 3.404
33 H 3.291 1.800 -1.748
34 H 1.070 -1.632 2.229
35 H -0.477 -2.615 -0.851
36 H 0.090 -3.024 0.801
37 H -1.886 -4.135 0.925
38 H 2.220 -2.387 -1.248
39 H -1.049 -1.093 1.807
40 H 1.318 -2.840 3.272
41 H 0.367 -3.225 -3.085
42 H -2.586 -2.230 -2.540
43 H -2.170 -1.167 0.489
44 H -2.299 -3.580 -1.942
45 H 0.189 4.065 -1.354
46 H -0.689 -0.184 4.555
47 H -2.644 -2.886 0.365
48 H 3.504 0.619 0.483
49 H -3.735 0.322 -1.873
50 H 2.204 -0.524 -4.079
51 H -0.723 1.003 0.335
52 H -0.049 -1.025 -1.876
53 H -0.849 2.688 2.006
54 H 0.214 0.814 -1.811
55 H 3.248 0.744 2.298
56 H 3.292 -1.759 -2.055
57 H -1.747 1.373 3.843
58 H 1.534 1.829 -0.055
59 H -2.113 -0.511 5.063
60 H -1.276 -0.024 -1.975

Computed properties:
Orbital gap (eV): 8.824
Highest occupied orbital energy (Ha): -0.3202

natural (NBO) population analysis, charges in e, atoms 1 to 5:
1 O -0.98
2 O -0.94
3 O -0.98
4 O -0.95
5 O -0.96


It is model two that is most stable; the runner-up trails by 0.0833 hartree.


Model one:
ORCA calculation (the ωB97M-V functional and the def2-TZVPD basis) on a gas-phase ion, C3H10N3S (charge +1).

Element x y z (Å)
1 S -1.262 1.435 -0.744
2 N 1.321 0.627 -1.782
3 N 2.102 -0.344 0.072
4 N -0.095 0.404 0.131
5 C 1.003 0.129 -0.538
6 C -1.896 -1.079 0.760
7 C -0.747 -0.137 1.232
8 H 2.191 0.125 -2.180
9 H -0.022 -0.620 1.856
10 H -1.500 -1.422 -0.165
11 H -0.681 2.564 -0.597
12 H 2.950 -0.424 -0.457
13 H -2.830 -0.478 0.499
14 H 2.262 -0.451 0.994
15 H -1.152 0.779 1.848
16 H 0.501 0.672 -2.486
17 H -2.145 -1.779 1.558

Computed properties:
Net charge: +1
SMILES string: CCN(S)C(N)=[NH2+]
Orbital gap (eV): 10.797
Highest occupied orbital energy (Ha): -0.5196

natural (NBO) population analysis, charges in e, atoms 1 to 5:
1 S 0.22
2 N -0.78
3 N -0.75
4 N -0.48
5 C 0.67


Model two:
ORCA calculation (the ωB97M-V functional and the def2-TZVPD basis) on a molecular structure, C3H10N3S.

Element x y z (Å)
1 S -1.041 -1.388 0.211
2 N 0.507 -1.218 0.657
3 N -2.272 -0.064 1.487
4 N 3.011 -0.555 0.042
5 C -2.168 1.027 0.878
6 C -1.014 -0.045 -1.019
7 C -1.628 1.222 -0.507
8 H -1.641 -0.453 -1.769
9 H -2.901 1.838 1.226
10 H -2.412 1.652 -1.134
11 H -0.881 2.029 -0.498
12 H 0.902 -1.892 1.323
13 H 0.127 0.066 -1.294
14 H 3.254 0.367 -0.057
15 H 3.406 -0.969 0.893
16 H 1.243 -0.556 0.321
17 H 3.508 -1.063 -0.758

Computed properties:
Net charge: +1
Orbital gap (eV): 8.687
Highest occupied orbital energy (Ha): -0.4944

natural (NBO) population analysis, charges in e, atoms 1 to 5:
1 S 1.07
2 N -1.03
3 N -0.32
4 N -1.08
5 C 0.06


It is model one that is most stable; the runner-up trails by 0.0642 hartree.


Model one:
ORCA calculation (the ωB97M-V functional and the def2-TZVPD basis) on a single C7H17NO4S molecule.

Element x y z (Å)
1 S 2.608 -0.470 0.383
2 O 2.730 -1.803 -0.164
3 O 1.261 1.716 -0.627
4 O 3.795 0.332 0.372
5 O 1.839 -0.434 1.651
6 N 0.065 -0.257 -0.067
7 C -1.145 0.591 -0.111
8 C 1.787 2.349 0.539
9 C -1.621 0.968 1.284
10 C 1.482 -0.058 -2.172
11 C -0.180 -1.663 -0.448
12 C -1.040 -2.375 0.586
13 C 1.305 0.343 -0.727
14 H 1.523 1.815 1.452
15 H 2.874 2.405 0.479
16 H -1.872 0.087 1.869
17 H -1.930 0.058 -0.652
18 H -0.565 -2.317 1.562
19 H -1.125 -3.423 0.312
20 H 0.579 0.112 -2.757
21 H 2.279 0.559 -2.582
22 H -0.653 -1.690 -1.433
23 H 1.352 3.348 0.540
24 H -2.504 1.597 1.211
25 H 0.793 -2.157 -0.491
26 H -2.043 -1.959 0.647
27 H -0.850 1.522 1.813
28 H -0.897 1.498 -0.667
29 H 1.793 -1.096 -2.232
30 H 0.505 -0.325 0.934

Computed properties:
SMILES string: CC[NH+](CC)[C@@](C)(OC)S(=O)(=O)[O-]
Orbital gap (eV): 10.394
Highest occupied orbital energy (Ha): -0.3607

natural (NBO) population analysis, charges in e, atoms 1 to 5:
1 S 2.37
2 O -0.99
3 O -0.55
4 O -0.95
5 O -1.01


Model two:
ORCA calculation (the ωB97M-V functional and the def2-TZVPD basis) on 3 unconnected molecules or ions with the total composition C7H17NO4S.

Element x y z (Å)
1 S -3.447 -0.117 1.327
2 O -3.370 -1.364 2.016
3 O -3.079 -0.054 -0.053
4 O 4.114 -1.154 -1.409
5 O -2.606 0.952 2.109
6 N 1.001 -0.819 -1.188
7 C -5.035 0.614 1.536
8 C 5.638 0.411 -2.333
9 C -0.504 1.795 2.861
10 C -1.201 0.601 2.277
11 C 0.060 -1.389 -1.517
12 C 4.182 0.042 -2.163
13 C -1.121 -2.102 -1.932
14 H 6.207 0.132 -1.447
15 H -1.508 -1.672 -2.857
16 H -5.413 0.312 2.510
17 H -1.922 -1.956 -1.205
18 H -1.133 -0.271 2.926
19 H -0.520 2.642 2.177
20 H 6.091 -0.099 -3.186
21 H 3.690 -0.085 -3.135
22 H -0.952 2.091 3.808
23 H 5.731 1.483 -2.515
24 H -4.921 1.691 1.494
25 H 0.551 1.555 3.009
26 H 3.637 0.849 -1.656
27 H -0.939 -3.167 -2.046
28 H -0.788 0.363 1.293
29 H 3.213 -1.494 -1.444
30 H -5.658 0.209 0.743

Computed properties:
SMILES string: CCOS(C)(=O)=O.CC#N.CCO
Orbital gap (eV): 10.064
Highest occupied orbital energy (Ha): -0.3507

natural (NBO) population analysis, charges in e, atoms 1 to 5:
1 S 2.40
2 O -0.94
3 O -0.96
4 O -0.74
5 O -0.73


It is model one that is most stable; the runner-up trails by 0.0019 hartree.


Model one:
ORCA calculation (the ωB97M-V functional and the def2-TZVPD basis) on a molecular structure, C3HNO3.

Element x y z (Å)
1 O -0.553 0.450 1.578
2 O 0.859 -1.119 0.671
3 O 1.031 1.928 -0.838
4 N -1.677 -0.391 -1.892
5 C -0.894 -0.067 -1.107
6 C 0.638 0.947 -0.403
7 C 0.104 -0.003 0.676
8 H 0.490 -1.744 1.315

Computed properties:
Orbital gap (eV): 9.886
Highest occupied orbital energy (Ha): -0.4099

natural (NBO) population analysis, charges in e, atoms 1 to 5:
1 O -0.53
2 O -0.66
3 O -0.34
4 N -0.31
5 C -0.05


Model two:
ORCA calculation (the ωB97M-V functional and the def2-TZVPD basis) on 3 unconnected molecules or ions with the total composition C3HNO3.

Element x y z (Å)
1 O -2.989 1.622 0.424
2 O 3.381 -0.836 0.319
3 O 3.211 0.104 -1.731
4 N -0.794 -0.405 -0.162
5 C -2.973 0.511 0.782
6 C 0.309 -0.599 -0.370
7 C 3.367 -0.281 -0.658
8 H -3.511 -0.117 1.395

Computed properties:
Orbital gap (alpha / beta) (eV): 6.595 / 6.587
Highest occupied orbital energy (alpha / beta) (Ha): -0.3480 / -0.3478

natural (NBO) population analysis, charges in e, atoms 1 to 5:
1 O -0.28
2 O -0.50
3 O -0.53
4 N -0.75
5 C 0.76


It is model one that is most stable; the runner-up trails by 0.0340 hartree.


Model one:
ORCA calculation (the ωB97M-V functional and the def2-TZVPD basis) on a single C20H20N4O3S molecule.

Element x y z (Å)
1 S -0.470 0.708 3.350
2 O -0.039 1.893 4.106
3 O -0.754 -0.441 4.203
4 O 3.851 -1.214 -0.416
5 N -3.597 6.187 -1.760
6 N -1.878 1.070 2.305
7 N -0.087 -3.684 -2.882
8 N 0.981 -1.814 -0.986
9 C 1.688 -3.089 -1.242
10 C 1.421 -0.975 0.076
11 C -3.707 0.732 1.096
12 C -0.914 -2.583 -2.488
13 C 2.800 -0.678 0.338
14 C -3.099 2.010 0.704
15 C 2.183 0.348 2.477
16 C 0.720 -4.170 -1.739
17 C -3.537 2.994 -0.211
18 C 3.156 -0.077 1.568
19 C -2.933 0.172 2.054
20 C -1.208 3.373 1.292
21 C 0.827 0.146 2.184
22 C 4.488 -0.287 -1.312
23 C 0.459 -0.544 0.988
24 C -1.961 2.188 1.450
25 C -0.082 -1.390 -1.956
26 C -2.801 4.193 -0.341
27 C -3.264 5.271 -1.143
28 C -1.668 4.398 0.462
29 H 0.420 -0.857 -2.781
30 H 4.681 0.686 -0.855
31 H 4.205 0.134 1.806
32 H 2.196 -3.384 -0.335
33 H -0.770 -0.652 -1.488
34 H -0.571 -0.769 0.766
35 H -1.571 -2.897 -1.674
36 H 0.047 -4.486 -0.928
37 H -0.400 3.485 1.974
38 H -3.083 -0.807 2.478
39 H 3.902 -0.148 -2.248
40 H -1.159 5.331 0.494
41 H 2.463 0.807 3.409
42 H -1.499 -2.239 -3.374
43 H 5.441 -0.706 -1.620
44 H -4.613 0.285 0.678
45 H 0.509 -3.387 -3.661
46 H 1.262 -5.078 -2.050
47 H -4.470 2.840 -0.784
48 H 2.439 -2.899 -1.984

Computed properties:
SMILES string: COc1ccc(S(=O)(=O)n2ccc3cc(C#N)ccc32)cc1N1CCNCC1
Orbital gap (eV): 8.428
Highest occupied orbital energy (Ha): -0.3044

natural (NBO) population analysis, charges in e, atoms 1 to 5:
1 S 2.24
2 O -0.89
3 O -0.90
4 O -0.53
5 N -0.30


Model two:
ORCA calculation (the ωB97M-V functional and the def2-TZVPD basis) on a molecular structure, C20H20N4O3S.

Element x y z (Å)
1 S 1.920 2.940 0.313
2 O -0.857 -3.572 1.267
3 O -3.778 1.166 -1.949
4 O 1.274 -0.042 1.319
5 N -3.151 0.732 0.199
6 N -0.609 3.167 -0.394
7 N -0.136 2.567 1.829
8 N -1.578 2.725 1.815
9 C -2.128 -1.516 0.667
10 C -1.849 2.950 0.315
11 C 0.262 2.849 0.654
12 C 2.262 0.170 0.988
13 C 3.991 -2.213 -1.017
14 C -3.196 2.997 -0.053
15 C 4.197 0.292 -0.622
16 C -2.515 -3.724 -0.630
17 C 4.950 -1.645 -1.742
18 C -1.805 -2.928 0.530
19 C -0.268 -3.058 2.446
20 C 2.556 1.932 1.218
21 C -3.706 -1.613 -0.932
22 C 5.123 -0.210 -1.416
23 C 3.134 -0.318 0.177
24 C -0.650 3.304 -1.630
25 C -2.966 -0.820 -0.194
26 C -3.528 1.602 -0.799
27 C 3.133 -1.698 -0.066
28 C -3.459 -2.930 -1.237
29 H -4.332 -1.076 -1.713
30 H -1.396 2.787 -2.194
31 H 3.503 2.076 1.704
32 H 0.483 -3.844 2.761
33 H -2.211 -4.665 -0.634
34 H -3.308 3.578 -0.706
35 H -2.819 0.797 1.104
36 H -1.518 -1.050 1.532
37 H -0.876 -2.868 3.181
38 H 5.907 0.503 -1.915
39 H 5.699 -2.130 -2.437
40 H 3.884 -3.370 -0.843
41 H -4.059 3.132 0.968
42 H 0.367 -2.321 2.067
43 H 4.279 1.423 -0.487
44 H 2.293 -2.149 0.390
45 H -0.794 4.308 -2.087
46 H 2.059 2.031 2.338
47 H -4.030 -3.293 -2.155
48 H 0.246 3.026 -1.928

Computed properties:
Orbital gap (eV): 6.685
Highest occupied orbital energy (Ha): -0.2673

natural (NBO) population analysis, charges in e, atoms 1 to 5:
1 S 0.41
2 O -0.52
3 O -0.61
4 O -0.45
5 N -0.63


It is model one that is most stable; the runner-up trails by 0.4857 hartree.